--- i ---
{"formula": "C3H8F3NSi", "method": "wB97M-V/def2-TZVPD", "elements": ["C", "C", "C", "N", "F", "F", "F", "Si", "H", "H", "H", "H", "H", "H", "H", "H"], "positions_angstrom": [[-0.42, -0.54, 1.79], [-0.16, 2.08, -0.16], [-0.87, -1.39, -1.53], [1.96, -0.03, 0.08], [-1.02, -0.81, -2.75], [-0.04, -2.46, -1.71], [-2.07, -1.88, -1.16], [0.30, 0.31, 0.27], [-0.35, -1.62, 1.70], [0.09, -0.25, 2.70], [-1.48, -0.30, 1.91], [0.24, 2.77, 0.58], [0.22, 2.37, -1.13], [-1.24, 2.21, -0.18], [2.29, -0.98, 0.13], [2.53, 0.52, -0.55]], "mulliken_charge": [-0.99, -0.96, 0.30, -0.40, -0.25, -0.26, -0.25, 0.44, 0.32, 0.35, 0.32, 0.34, 0.30, 0.31, 0.22, 0.22], "spin_multiplicity": 1, "e_homo_ev": -8.456, "gap_ha": 0.331, "charge": 0}


--- ii ---
{"formula": "C3H8F3NSi", "method": "wB97M-V/def2-TZVPD", "elements": ["C", "C", "C", "N", "F", "F", "F", "Si", "H", "H", "H", "H", "H", "H", "H", "H"], "positions_angstrom": [[2.01, 0.24, -0.24], [-1.01, -0.89, -1.44], [-0.81, 1.80, 0.75], [-0.14, -1.69, 1.11], [-1.30, 2.58, -0.29], [-1.80, 1.79, 1.67], [0.16, 2.66, 1.26], [0.22, -0.50, -0.01], [2.57, -0.21, -1.02], [1.84, 1.34, -0.27], [2.61, 0.26, 0.62], [-1.85, -0.19, -1.32], [-0.63, -1.09, -2.57], [-1.51, -1.75, -1.16], [0.57, -2.12, 1.70], [-0.94, -2.22, 1.22]], "mulliken_charge": [-1.13, -1.10, 0.26, -0.36, -0.27, -0.27, -0.26, 0.63, 0.37, 0.31, 0.40, 0.35, 0.29, 0.36, 0.22, 0.20], "spin_multiplicity": 1, "e_homo_ev": -9.035, "gap_ha": 0.348, "charge": 0}


Stability verdict: i, ahead by 0.880 eV


--- i ---
{"formula": "C5H12NO2", "method": "wB97M-V/def2-TZVPD", "elements": ["C", "N", "C", "C", "O", "C", "C", "O", "H", "H", "H", "H", "H", "H", "H", "H", "H", "H", "H", "H"], "positions_angstrom": [[-0.93, 1.16, 1.90], [0.17, 0.30, 1.66], [0.54, -0.13, 0.33], [1.08, 1.04, -0.52], [1.71, 0.64, -1.71], [-0.62, -0.85, -0.34], [-0.31, -1.76, -1.52], [0.02, -1.12, -2.69], [-1.73, 0.93, 1.23], [-1.31, 1.03, 2.89], [-0.71, 2.25, 1.81], [0.89, 0.30, 2.37], [1.40, -0.77, 0.44], [0.26, 1.75, -0.71], [1.81, 1.55, 0.11], [0.98, 0.01, -2.29], [-1.17, -1.39, 0.45], [-1.37, -0.07, -0.63], [0.47, -2.45, -1.17], [-1.17, -2.42, -1.62]], "mulliken_charge": [-0.98, -0.25, 0.21, -0.72, -0.66, -0.73, -0.55, -0.89, 0.30, 0.37, 0.25, 0.23, 0.29, 0.24, 0.34, 0.44, 0.37, 0.18, 0.23, 0.32], "spin_multiplicity": 1, "e_homo_ev": -3.261, "gap_ha": 0.258, "charge": -1, "smiles": "CN[C@H](CO)CC[O-]"}


--- ii ---
{"formula": "C5H12NO2", "method": "wB97M-V/def2-TZVPD", "elements": ["C", "C", "C", "C", "O", "N", "C", "O", "H", "H", "H", "H", "H", "H", "H", "H", "H", "H", "H", "H"], "positions_angstrom": [[1.98, -0.42, 0.09], [0.48, -0.12, -0.04], [0.21, 1.11, 0.85], [-1.20, 1.09, 1.58], [-1.21, 2.10, 2.62], [-0.13, 0.01, -1.39], [-0.53, -1.42, -2.08], [0.26, -2.53, -1.93], [2.11, -1.53, -0.46], [2.39, 0.21, -0.68], [2.57, -0.32, 1.08], [-0.14, -0.90, 0.35], [1.06, 0.78, 1.76], [0.44, 2.03, 0.44], [-1.92, 1.70, 1.05], [-1.54, 0.12, 1.94], [-0.53, 1.97, 3.41], [0.42, 0.52, -1.97], [-1.56, -1.66, -1.83], [-0.38, -1.08, -3.26]], "mulliken_charge": [-1.23, 0.20, -0.38, -0.38, -0.53, -0.50, -0.39, -0.84, 0.24, 0.29, 0.37, 0.27, 0.15, 0.25, 0.20, 0.29, 0.27, 0.30, 0.19, 0.22], "spin_multiplicity": 1, "e_homo_ev": -2.579, "gap_ha": 0.217, "charge": -1, "smiles": "C[C@@H](CCO)NC[O-]"}


--- iii ---
{"formula": "C5H12NO2", "method": "wB97M-V/def2-TZVPD", "elements": ["C", "O", "C", "N", "H", "H", "H", "H", "H", "H", "O", "C", "C", "C", "H", "H", "H", "H", "H", "H"], "positions_angstrom": [[0.15, 0.12, 1.05], [-0.17, 1.02, 0.09], [-0.25, 0.63, 2.43], [0.07, -0.29, 3.54], [-0.33, -0.88, 0.88], [1.24, -0.12, 1.14], [0.41, 1.49, 2.57], [-1.27, 1.02, 2.41], [-0.20, 0.15, 4.40], [-0.48, -1.13, 3.49], [1.51, 1.23, -2.24], [0.31, 1.15, -1.99], [-0.53, -0.09, -2.34], [0.33, -1.34, -2.20], [-0.29, 2.07, -1.86], [-0.98, -0.04, -3.34], [-1.30, -0.06, -1.57], [1.12, -1.31, -2.96], [-0.21, -2.29, -2.28], [0.86, -1.32, -1.25]], "mulliken_charge": [-0.28, -0.68, -0.46, -0.58, 0.10, 0.16, 0.23, 0.27, 0.22, 0.21, -0.64, 0.15, -0.43, -0.98, 0.27, 0.41, 0.26, 0.27, 0.31, 0.20], "spin_multiplicity": 1, "e_homo_ev": -3.331, "gap_ha": 0.272, "charge": -1}


Stability verdict: i, ahead by 0.104 eV


--- i ---
{"formula": "C3H16O5", "method": "wB97M-V/def2-TZVPD", "elements": ["C", "C", "C", "H", "H", "H", "H", "H", "H", "O", "H", "H", "O", "H", "H", "O", "H", "H", "O", "H", "H", "O", "H", "H"], "positions_angstrom": [[1.63, -0.11, -1.27], [0.73, -1.09, -1.25], [0.16, -1.89, -2.38], [1.45, 0.55, -0.30], [2.24, -0.03, -2.16], [0.22, -1.40, -0.31], [-0.84, -1.54, -2.75], [0.84, -2.20, -3.23], [-0.04, -2.90, -2.05], [0.28, -1.52, 2.36], [-0.64, -1.43, 2.05], [0.71, -2.14, 1.76], [-0.25, 2.14, -2.09], [0.41, 1.44, -2.15], [-0.80, 1.99, -2.87], [-2.08, -0.70, 1.16], [-1.98, 0.29, 1.12], [-2.99, -0.87, 1.40], [1.32, 1.06, 2.06], [1.19, 0.15, 2.42], [1.17, 1.57, 2.88], [-1.15, 1.74, 0.67], [-0.29, 1.69, 1.12], [-0.91, 1.77, -0.27]], "mulliken_charge": [-1.20, 0.75, -1.22, 0.34, 0.43, -0.07, 0.25, 0.35, 0.36, -0.70, 0.40, 0.32, -0.72, 0.36, 0.32, -0.68, 0.42, 0.29, -0.71, 0.37, 0.32, -0.74, 0.41, 0.36], "spin_multiplicity": 1, "e_homo_ev": -9.742, "gap_ha": 0.380, "charge": 0, "smiles": "C=CC.O.O.O.O.O"}


--- ii ---
{"formula": "C3H16O5", "method": "wB97M-V/def2-TZVPD", "elements": ["C", "O", "H", "H", "H", "H", "C", "O", "H", "H", "H", "H", "C", "O", "H", "H", "H", "H", "O", "H", "H", "O", "H", "H"], "positions_angstrom": [[0.56, -3.71, -1.95], [0.95, -3.55, -3.33], [-0.46, -4.09, -1.97], [1.19, -4.38, -1.37], [0.52, -2.76, -1.40], [1.87, -3.35, -3.49], [1.59, 1.55, 2.70], [1.22, 0.40, 2.07], [2.03, 1.33, 3.67], [2.41, 1.99, 2.14], [0.73, 2.17, 2.96], [1.93, -0.23, 2.19], [-1.60, 2.64, 1.08], [-1.91, 3.70, 1.92], [-0.58, 2.75, 0.70], [-1.60, 1.68, 1.59], [-2.23, 2.67, 0.19], [-1.43, 4.50, 1.69], [-1.88, -0.93, -3.28], [-1.07, -1.25, -3.68], [-1.59, -0.34, -2.59], [-0.58, -0.37, 0.00], [0.09, -0.25, -0.66], [-0.15, -0.16, 0.83]], "mulliken_charge": [-0.35, -0.52, 0.22, 0.32, 0.07, 0.29, -0.66, -0.49, 0.30, 0.28, 0.26, 0.26, -0.57, -0.54, 0.26, 0.21, 0.34, 0.31, -0.62, 0.31, 0.31, -0.61, 0.26, 0.37], "spin_multiplicity": 1, "e_homo_ev": -10.287, "gap_ha": 0.389, "charge": 0, "smiles": "CO.CO.CO.O.O"}


--- iii ---
{"formula": "C3H16O5", "method": "wB97M-V/def2-TZVPD", "elements": ["C", "C", "C", "O", "H", "H", "H", "H", "H", "H", "H", "H", "O", "H", "H", "O", "H", "H", "O", "H", "H", "O", "H", "H"], "positions_angstrom": [[1.63, 1.98, 0.03], [1.27, 0.52, 0.44], [1.87, -0.41, -0.62], [0.94, -1.54, -0.74], [0.74, 2.57, -0.18], [2.10, 2.60, 0.80], [2.25, 1.98, -0.87], [0.22, 0.55, 0.24], [1.60, 0.21, 1.43], [2.79, -0.98, -0.40], [2.00, 0.17, -1.53], [1.29, -2.11, -1.43], [-2.17, 0.73, -2.88], [-1.28, 0.40, -2.67], [-2.53, 0.55, -1.99], [-3.29, 0.82, -0.31], [-3.26, 1.71, 0.07], [-3.26, 0.28, 0.50], [-2.12, -1.17, 1.17], [-1.89, -1.79, 0.46], [-1.31, -1.17, 1.69], [0.66, -1.70, 2.52], [0.69, -1.62, 1.55], [1.05, -2.56, 2.72]], "mulliken_charge": [-1.16, 0.02, -0.54, -0.53, 0.30, 0.32, 0.29, 0.08, 0.44, 0.25, 0.40, 0.27, -0.64, 0.30, 0.36, -0.66, 0.30, 0.34, -0.64, 0.31, 0.35, -0.66, 0.24, 0.30], "spin_multiplicity": 1, "e_homo_ev": -10.560, "gap_ha": 0.401, "charge": 0, "smiles": "CCCO.O.O.O.O"}


Stability verdict: iii, ahead by 0.061 eV


--- i ---
{"formula": "C3H4N4O", "method": "wB97M-V/def2-TZVPD", "elements": ["H", "N", "C", "N", "C", "O", "C", "N", "H", "N", "H", "H"], "positions_angstrom": [[3.00, 0.73, 0.48], [2.43, -0.15, -0.06], [1.15, 0.07, 0.00], [0.44, 1.22, 0.10], [-0.91, 0.94, 0.02], [-1.76, 1.84, -0.19], [-1.12, -0.51, -0.06], [-2.18, -1.18, 0.16], [-2.11, -2.16, 0.25], [0.16, -0.99, -0.26], [0.58, 2.27, 0.01], [0.32, -2.07, -0.46]], "mulliken_charge": [0.26, -0.62, 0.21, -0.14, 0.43, -0.59, 0.48, -0.66, 0.23, -0.18, 0.31, 0.28], "spin_multiplicity": 1, "e_homo_ev": -9.723, "gap_ha": 0.350, "charge": 0, "smiles": "[H]/N=C1\\NC(=O)/C(=N/[H])N1"}


--- ii ---
{"formula": "C3H4N4O", "method": "wB97M-V/def2-TZVPD", "elements": ["N", "C", "C", "N", "N", "C", "O", "N", "H", "H", "H", "H"], "positions_angstrom": [[-1.14, -1.66, 0.82], [-0.28, -0.78, 0.20], [1.11, -0.64, 0.54], [1.87, 0.21, 0.07], [1.33, 1.32, -0.66], [0.00, 1.28, -0.88], [-0.69, 2.35, -1.31], [-0.79, 0.20, -0.58], [-2.10, -1.67, 0.71], [-0.64, -2.56, 1.01], [1.49, -1.30, 1.49], [-0.15, 3.25, -1.42]], "mulliken_charge": [-0.44, 0.75, -0.13, -0.33, -0.47, 0.55, -0.51, -0.53, 0.23, 0.25, 0.22, 0.39], "spin_multiplicity": 1, "e_homo_ev": -9.273, "gap_ha": 0.355, "charge": 0, "smiles": "Nc1cnnc(O)n1"}


--- iii ---
{"formula": "C3H4N4O", "method": "wB97M-V/def2-TZVPD", "elements": ["H", "N", "C", "N", "C", "N", "C", "O", "N", "H", "H", "H"], "positions_angstrom": [[2.52, -1.82, 0.22], [2.69, -0.87, -0.13], [1.54, -0.27, 0.14], [1.37, 1.15, -0.31], [0.13, 1.34, 0.06], [-0.67, 0.24, 0.49], [-2.04, 0.19, 0.10], [-2.36, -0.98, -0.38], [0.04, -0.93, 0.37], [-0.48, 2.22, -0.32], [-2.36, 1.31, 0.25], [-0.37, -1.59, -0.47]], "mulliken_charge": [0.29, -0.54, 0.39, -0.42, 0.10, 0.23, 0.28, -0.59, -0.55, 0.24, 0.26, 0.31], "spin_multiplicity": 1, "e_homo_ev": -9.381, "gap_ha": 0.338, "charge": 0, "smiles": "[H]/N=c1/ncn(C=O)[nH]1"}


--- iv ---
{"formula": "C3H4N4O", "method": "wB97M-V/def2-TZVPD", "elements": ["C", "C", "C", "H", "H", "H", "H", "N", "N", "N", "N", "O"], "positions_angstrom": [[-0.01, 1.58, 0.33], [0.56, -0.14, 1.59], [0.21, -0.63, 0.11], [-0.37, -0.66, -2.40], [-2.01, 0.24, -1.48], [0.19, 2.77, 0.09], [1.09, -2.53, -0.01], [-0.70, 0.36, -1.67], [-0.30, 0.46, -0.45], [0.23, 1.19, 1.64], [0.43, -1.80, -0.34], [0.67, -0.85, 2.58]], "mulliken_charge": [0.15, 0.53, 0.47, 0.39, 0.28, 0.33, 0.26, -1.24, 0.59, -0.56, -0.68, -0.52], "spin_multiplicity": 1, "e_homo_ev": -9.290, "gap_ha": 0.305, "charge": 0}


Stability verdict: i, ahead by 0.541 eV